# 1
C34H33N13O2SV as an isolated structure, computed with the ωB97M-V functional and the def2-TZVPD basis.

The geometry in XYZ format:
```
84
Properties=species:S:1:pos:R:3:forces:R:3
V 1.256 0.678 0.790 -2.0315 1.4126 2.6299
C 1.683 6.388 -2.589 -0.1046 -0.1740 0.2134
C 1.189 5.561 -1.408 -0.0248 0.2418 0.1266
N 0.994 4.190 -1.797 -0.1307 -0.2151 -0.3728
C 1.337 3.099 -1.078 0.3728 0.1894 0.6083
S 1.909 3.297 0.524 0.2390 0.2408 0.2512
N 1.275 1.956 -1.720 -0.6185 0.7311 -1.7891
N 1.507 0.838 -1.049 1.1467 -0.8289 -2.3882
C 1.932 -0.209 -1.727 -0.1862 1.2527 -0.7845
C 2.094 -0.182 -3.215 -0.0156 0.0428 0.3514
C 2.090 -1.382 -0.935 0.2125 -1.1759 0.5791
C 2.466 -2.652 -1.410 -0.0897 0.6074 0.0445
C 2.502 -3.715 -0.538 -0.1120 0.0754 0.3849
C 2.150 -3.512 0.798 0.0292 0.0502 -0.2411
C 1.796 -2.236 1.199 0.1463 -0.6137 0.2928
N 1.786 -1.203 0.372 0.3291 -1.1388 -0.6832
H 1.833 7.422 -2.294 0.0042 0.1248 0.0186
H 0.952 6.369 -3.396 -0.0312 0.0363 -0.1554
H 2.624 5.990 -2.958 0.0943 -0.0160 -0.0768
H 0.243 5.975 -1.033 0.1648 0.0585 0.0776
H 1.918 5.573 -0.593 -0.1952 0.0668 -0.1127
H 0.671 4.013 -2.736 0.0376 -0.1221 0.0305
H 1.983 0.845 -3.555 0.0161 -0.0838 -0.0317
H 1.306 -0.787 -3.661 -0.0558 -0.1092 -0.1128
H 3.063 -0.564 -3.530 0.0794 -0.1244 -0.0128
H 2.696 -2.789 -2.454 0.0257 0.0456 -0.1268
H 2.786 -4.700 -0.883 -0.0153 -0.0267 -0.0270
H 2.140 -4.328 1.500 -0.0112 -0.0614 0.1152
H 1.499 -2.030 2.224 0.0109 -0.0195 -0.0503
N 1.356 1.189 5.083 -0.1341 -0.0297 -0.7089
C 0.550 1.226 4.008 -0.1617 0.0061 0.5321
N 1.246 0.937 2.938 0.3242 -0.1445 0.0940
C 2.517 0.759 3.400 -0.9001 0.3158 1.2836
N 2.610 0.892 4.712 0.7685 -0.1588 -0.1951
C 3.577 0.618 2.447 0.7701 -0.0018 -0.7716
C 4.912 0.464 2.808 -0.2742 0.0314 0.0992
N 5.897 0.500 1.933 0.0451 0.0147 -0.3989
C 5.523 0.699 0.660 0.2253 -0.0937 0.4334
C 4.210 0.819 0.272 -0.0649 0.1182 -0.2745
N 3.191 0.778 1.149 2.3415 -0.0721 1.3077
H 1.136 1.338 6.055 -0.0087 0.0039 -0.1403
H -0.499 1.431 4.028 -0.2294 -0.0053 0.0153
H 5.170 0.329 3.849 -0.0292 -0.0032 0.1097
H 6.323 0.780 -0.060 -0.0247 -0.0257 -0.1593
H 3.961 0.995 -0.766 -0.0303 0.0009 0.0995
N -2.304 4.220 1.209 -0.0658 0.1640 0.1452
C -3.017 3.335 0.450 -0.2616 -0.3322 -0.3210
C -2.183 2.278 0.237 -0.4440 0.1979 -0.0185
N -0.988 2.496 0.846 0.2412 -0.0255 0.1805
C -1.088 3.663 1.421 0.1177 0.1459 0.1464
H -2.629 5.115 1.537 0.1169 -0.1344 -0.0084
H -4.026 3.512 0.134 -0.1325 0.0984 -0.0331
H -2.384 1.378 -0.310 -0.0587 -0.1056 -0.0932
H -0.305 4.152 1.968 0.0858 0.0978 0.0541
O -1.530 0.102 2.779 -0.0359 0.1343 0.3163
C -1.524 -0.477 1.708 -0.5282 -0.1613 0.2662
N -2.458 -1.418 1.372 -0.1569 -0.2592 -0.0620
C -2.271 -1.898 0.030 0.0955 0.1329 -0.0011
C -1.002 -1.087 -0.349 -0.5513 -0.3086 -0.3336
O -0.480 -1.173 -1.448 -0.3365 -0.2640 -0.1763
N -0.629 -0.321 0.682 0.0674 0.3898 0.1384
C -1.960 -3.377 -0.026 0.0740 -0.1940 0.0903
C -1.916 -4.035 -1.251 0.0232 0.0434 0.0482
C -1.701 -5.400 -1.301 0.0342 0.0038 -0.1558
C -1.522 -6.125 -0.135 0.0588 -0.0754 0.0759
C -1.513 -5.466 1.081 0.0695 -0.1827 -0.0041
C -1.715 -4.100 1.135 -0.0568 0.1372 0.0034
C -3.469 -1.550 -0.831 -0.0097 0.0539 -0.0882
C -4.660 -2.226 -0.587 0.0610 0.0197 -0.0739
C -5.793 -1.936 -1.321 -0.1292 -0.0271 0.0785
C -5.758 -0.949 -2.293 -0.0183 0.0222 -0.1110
C -4.580 -0.266 -2.533 -0.1242 0.0577 -0.0491
C -3.438 -0.567 -1.810 0.1298 -0.0871 -0.0063
H -3.281 -1.590 1.923 0.0918 0.1744 0.0056
H -2.044 -3.469 -2.161 -0.0923 0.0631 -0.0982
H -1.679 -5.905 -2.255 -0.0110 -0.0329 -0.1068
H -1.382 -7.195 -0.174 0.0300 -0.1099 -0.0174
H -1.354 -6.021 1.993 0.0280 -0.0586 0.1212
H -1.689 -3.594 2.089 -0.0778 0.0673 0.0384
H -4.685 -2.997 0.170 -0.0341 -0.1321 0.0472
H -6.706 -2.482 -1.141 -0.1091 -0.0485 0.0458
H -6.642 -0.726 -2.871 -0.0948 0.0275 -0.0409
H -4.545 0.501 -3.293 0.0196 0.0553 -0.0687
H -2.513 -0.058 -2.036 0.0806 0.0297 -0.0182
```
Positions in Å, forces in eV/Å.

As for the charge: 0. The value obtained for the HOMO energy (alpha / beta) is -5.77 / -6.99 eV. The spin multiplicity is 4. For the frontier orbital gap (alpha / beta), the calculation gives 5.79 / 6.64 eV.

Okay, here come the Löwdin numbers, in e, for every atom:
1 V 0.671
2 C -0.092
3 C -0.297
4 N -0.021
5 C -0.782
6 S 0.690
7 N 0.014
8 N -0.138
9 C -0.294
10 C -0.009
11 C -0.219
12 C 0.015
13 C -0.049
14 C -0.043
15 C -0.099
16 N -0.013
17 H 0.069
18 H 0.068
19 H 0.074
20 H 0.110
21 H 0.062
22 H 0.134
23 H 0.065
24 H 0.091
25 H 0.080
26 H 0.113
27 H 0.109
28 H 0.103
29 H 0.125
30 N 0.045
31 C -0.109
32 N 0.075
33 C -0.306
34 N 0.127
35 C -0.182
36 C -0.069
37 N 0.084
38 C -0.097
39 C -0.096
40 N -0.060
41 H 0.160
42 H 0.117
43 H 0.117
44 H 0.108
45 H 0.115
46 N 0.056
47 C -0.095
48 C -0.132
49 N 0.028
50 C -0.236
51 H 0.148
52 H 0.103
53 H 0.080
54 H 0.088
55 O 0.017
56 C -0.552
57 N 0.156
58 C -0.281
59 C -0.427
60 O 0.072
61 N 0.086
62 C -0.148
63 C -0.016
64 C -0.076
65 C -0.097
66 C -0.089
67 C -0.031
68 C -0.143
69 C -0.029
70 C -0.079
71 C -0.093
72 C -0.072
73 C -0.026
74 H 0.158
75 H 0.124
76 H 0.101
77 H 0.098
78 H 0.099
79 H 0.111
80 H 0.121
81 H 0.101
82 H 0.099
83 H 0.104
84 H 0.107

=====

# 2
C30H19Cl2IN6O2RuS2 as an isolated structure, computed with the ωB97M-V functional and the def2-TZVPD basis.

The geometry in XYZ format:
```
63
Properties=species:S:1:pos:R:3:forces:R:3
Ru -0.795 0.490 0.183 0.3222 0.2402 0.0935
Cl 3.117 -1.914 5.753 -0.0667 0.0306 -0.0941
C 2.439 -1.609 4.169 0.0294 -0.0143 0.0495
C 3.097 -2.052 3.062 0.0381 -0.0292 -0.0458
C 2.579 -1.820 1.775 -0.0457 0.0253 -0.1551
I 3.618 -2.516 0.105 -0.0221 0.0170 0.0697
C 1.390 -1.135 1.558 0.0562 -0.0940 -0.1430
O 0.875 -0.903 0.390 0.1033 0.1820 0.2959
C 0.712 -0.685 2.746 -0.0921 0.0774 0.0388
N -0.447 -0.022 2.531 0.1158 -0.1171 -0.0784
C -1.137 0.438 3.539 -0.0283 -0.0233 0.0661
C -0.717 0.263 4.869 -0.0443 0.0133 0.0232
C 0.450 -0.401 5.118 0.0736 -0.0452 -0.0044
C 1.216 -0.906 4.043 -0.1052 0.0640 0.1005
H 4.030 -2.586 3.177 -0.0132 0.0041 -0.0317
H -2.051 0.967 3.295 -0.0090 0.0063 -0.0036
H -1.317 0.659 5.678 0.0144 -0.0058 -0.0284
H 0.801 -0.546 6.131 0.0091 -0.0044 -0.0037
S 0.173 2.672 1.179 -0.2475 -0.1677 -0.0231
C -1.173 3.669 0.684 0.1113 0.0707 0.0534
C -1.649 4.678 1.524 0.0576 0.0201 0.0698
C -2.702 5.502 1.153 -0.0371 0.1884 0.2619
C -3.156 6.528 2.063 0.0875 -0.1753 -0.1972
N -3.503 7.346 2.793 0.0148 -0.0419 -0.0113
C -3.313 5.320 -0.093 -0.2255 0.1267 -0.1687
C -2.852 4.316 -0.933 0.0115 -0.0480 -0.0825
C -1.796 3.481 -0.567 -0.0020 0.0239 -0.1640
S -1.255 2.213 -1.641 -0.1318 -0.1778 0.2020
C -4.421 6.144 -0.510 0.1808 -0.1502 0.0987
N -5.311 6.788 -0.852 0.0361 -0.0202 -0.0115
H -1.185 4.820 2.491 0.0029 -0.0105 -0.0112
H -3.329 4.168 -1.894 0.0090 0.0029 0.0266
C -8.923 1.967 -2.821 0.0437 -0.0322 -0.0405
C -7.893 1.267 -3.670 -0.0359 0.0317 -0.0097
C -7.730 1.571 -5.018 -0.0140 0.0215 0.0129
C -6.749 0.960 -5.783 -0.0056 0.0510 -0.0071
C -5.911 0.000 -5.225 0.0833 0.1056 -0.0625
N -4.927 -0.596 -6.042 -0.0876 -0.0506 -0.0563
C -3.632 -0.975 -5.743 0.0032 -0.1794 0.1627
O -2.945 -1.552 -6.568 -0.0098 0.1197 -0.0267
N -3.226 -0.666 -4.476 0.1549 0.0261 0.0103
C -1.977 -0.935 -3.889 -0.1002 0.0117 -0.0898
C -0.834 -1.335 -4.568 0.0203 0.0333 -0.0278
C 0.339 -1.478 -3.839 -0.0225 -0.0450 -0.0905
C 0.351 -1.209 -2.484 0.0015 -0.1130 0.1816
N -0.758 -0.841 -1.837 -0.2172 0.2335 -0.2026
C -1.892 -0.723 -2.520 0.1231 -0.0906 0.0304
C -6.093 -0.346 -3.889 -0.1418 -0.0667 0.1250
C -7.059 0.296 -3.128 0.0265 -0.0352 0.0383
H -9.538 2.638 -3.421 0.0160 -0.0183 0.0050
H -8.445 2.561 -2.039 0.0011 -0.0123 -0.0185
H -9.583 1.249 -2.330 0.0194 0.0102 -0.0108
H -8.364 2.321 -5.476 0.0149 -0.0207 0.0109
H -6.615 1.242 -6.822 -0.0074 -0.0073 0.0270
H -5.117 -0.652 -7.029 -0.0054 -0.0346 0.0004
H -3.850 -0.109 -3.913 0.1187 0.0227 -0.0306
H -0.868 -1.508 -5.631 0.0050 -0.0171 -0.0116
H 1.253 -1.781 -4.331 -0.0123 0.0038 0.0046
H 1.244 -1.299 -1.878 -0.0358 0.0536 -0.0212
H -2.767 -0.419 -1.954 0.0224 0.0382 0.0326
H -5.498 -1.130 -3.435 -0.0850 0.0102 -0.0388
H -7.163 0.023 -2.083 0.0030 0.0095 -0.0357
Cl -3.097 0.059 0.739 -0.0793 -0.0272 -0.0527
```
Positions in Å, forces in eV/Å.

As for the charge: -1. The value obtained for the HOMO energy (alpha / beta) is -4.93 / -5.19 eV. The spin multiplicity is 6. For the frontier orbital gap (alpha / beta), the calculation gives 7.01 / 6.49 eV.

Okay, here come the Löwdin numbers, in e, for every atom:
1 Ru 0.994
2 Cl 0.651
3 C -0.614
4 C -0.186
5 C -0.642
6 I 0.885
7 C -0.441
8 O -0.275
9 C -0.158
10 N -0.026
11 C -0.165
12 C -0.039
13 C -0.022
14 C -0.173
15 H 0.088
16 H 0.085
17 H 0.105
18 H 0.089
19 S 0.538
20 C -0.729
21 C -0.072
22 C -0.202
23 C -0.185
24 N 0.145
25 C -0.203
26 C -0.069
27 C -0.723
28 S 0.534
29 C -0.187
30 N 0.144
31 H 0.109
32 H 0.110
33 C -0.052
34 C -0.279
35 C -0.045
36 C -0.024
37 C -0.247
38 N 0.130
39 C -0.516
40 O 0.055
41 N 0.144
42 C -0.189
43 C 0.014
44 C -0.041
45 C -0.132
46 N -0.054
47 C -0.168
48 C -0.035
49 C -0.031
50 H 0.071
51 H 0.085
52 H 0.078
53 H 0.110
54 H 0.112
55 H 0.145
56 H 0.116
57 H 0.104
58 H 0.106
59 H 0.067
60 H 0.050
61 H 0.118
62 H 0.121
63 Cl -0.180

=====

# 3
C12H9NO as an isolated structure, computed with the ωB97M-V functional and the def2-TZVPD basis.

The geometry in XYZ format:
```
23
Properties=species:S:1:pos:R:3:forces:R:3
C 0.794 0.787 0.835 3.5964 -2.8693 1.8408
C 2.129 1.263 1.031 -4.3156 1.9985 -1.8023
C 2.845 0.773 1.974 5.4378 -3.6999 5.0655
C 2.532 -0.502 2.407 0.5477 -2.3833 5.5799
C 1.356 -1.182 2.162 -3.1200 -1.8471 1.6742
C 0.461 -0.562 1.369 -0.6123 5.6459 -4.9022
C -1.231 -0.615 -0.279 -1.2714 1.8697 -4.0326
C -2.403 -1.358 -0.810 0.7093 0.3277 0.2940
C -2.797 -1.031 -2.137 0.4420 1.4028 -1.1649
C -2.153 0.024 -2.982 0.9915 -1.1322 5.8784
C -1.240 0.858 -2.297 -0.4099 -3.4868 3.2667
C -0.709 0.576 -0.942 -2.2660 0.1735 -0.3631
H 1.196 1.587 -0.872 -4.4453 1.1773 2.5657
H 2.358 2.151 0.498 0.3431 0.8742 -0.2120
H 3.783 1.041 2.595 -1.3530 0.7520 -2.0947
H 3.084 -0.898 3.407 -0.9290 0.8653 -2.7102
H 0.618 -1.973 2.753 3.3231 0.9895 -1.1133
H -2.923 -2.173 -0.042 1.4832 2.2642 -2.5384
H -3.679 -1.408 -2.671 0.3013 -0.5571 0.8541
H -2.455 0.432 -3.893 -0.9805 -0.2452 -1.4600
H -1.093 1.728 -2.788 1.3166 2.8874 -1.1404
N 0.162 1.624 -0.058 0.6692 -3.1286 -7.5605
O -0.634 -1.144 0.741 0.5419 -1.8785 4.0752
```
Positions in Å, forces in eV/Å.

As for the charge: 0. The value obtained for the HOMO energy is -7.72 eV. For the frontier orbital gap, the calculation gives 7.95 eV.

Okay, here come the Löwdin numbers, in e, for every atom:
1 C -0.228
2 C -0.092
3 C -0.140
4 C -0.133
5 C -0.052
6 C -0.178
7 C -0.250
8 C 0.000
9 C -0.084
10 C -0.068
11 C -0.042
12 C -0.069
13 H 0.247
14 H 0.105
15 H 0.146
16 H 0.146
17 H 0.194
18 H 0.169
19 H 0.088
20 H 0.067
21 H 0.055
22 N 0.081
23 O 0.036